(1)
This record from the Open Molecules 2025 dataset describes C3H5NOS in the gas phase at a distorted geometry. The level of theory is ωB97M-V/def2-TZVPD.

Values from the calculation:
HOMO level: -8.96 eV
2S+1: 1
total charge: 0
energy relative to the best compared isomer or geometry (same formula, charge and spin): 2.914 eV
E: -645.4046 Ha
LUMO energy: -0.456 eV

Last column: Löwdin charge in e.
Element x y z (Å)
C  1.345  -1.699  -0.050  -0.076
C  0.661  0.695  -0.016  -0.496
C  -0.790  0.495  0.395  -0.687
H  0.766  -2.024  -0.878  0.051
H  2.433  -2.056  0.217  0.126
H  0.577  -1.683  0.755  0.063
H  2.743  0.043  -0.150  0.197
H  -0.962  1.094  1.388  0.107
N  1.689  -0.231  0.108  -0.028
O  0.778  1.958  -0.245  -0.018
S  -1.931  -0.398  -0.131  0.761

***

(2)
This record from the Open Molecules 2025 dataset describes C3H5NOS in the gas phase at a distorted geometry. The level of theory is ωB97M-V/def2-TZVPD.

Values from the calculation:
HOMO level: -9.28 eV
2S+1: 1
total charge: 0
energy relative to the best compared isomer or geometry (same formula, charge and spin): 1.540 eV
E: -645.4551 Ha
LUMO energy: -0.879 eV

Last column: Löwdin charge in e.
Element x y z (Å)
C  -0.074  -0.850  0.742  -0.540
C  -0.822  0.237  -0.148  -0.187
C  -0.334  0.864  -1.410  -0.583
N  1.170  -0.515  1.172  0.174
O  -0.703  -1.821  1.098  0.055
S  1.209  1.409  -1.721  0.659
H  -1.839  -0.261  -0.277  0.127
H  -1.168  0.884  0.747  0.156
H  -0.835  0.941  -2.376  0.029
H  1.631  0.152  0.505  0.057
H  1.764  -1.041  1.668  0.054

***

(3)
This record from the Open Molecules 2025 dataset describes C3H5NOS in the gas phase at a distorted geometry. The level of theory is ωB97M-V/def2-TZVPD.

Values from the calculation:
HOMO level: -9.04 eV
2S+1: 1
total charge: 0
energy relative to the best compared isomer or geometry (same formula, charge and spin): 3.365 eV
E: -645.3880 Ha
LUMO energy: 0.800 eV

Last column: Löwdin charge in e.
Element x y z (Å)
C  1.464  0.645  -0.474  -0.481
C  -1.268  0.287  0.097  -0.469
C  -2.448  -0.336  0.146  -0.093
H  2.232  -1.392  0.185  0.029
H  1.215  1.650  -0.771  0.075
H  -1.031  1.213  0.651  0.078
H  -3.236  0.242  0.687  0.070
H  -2.726  -1.321  -0.213  0.056
N  2.615  0.428  -0.015  -0.093
O  3.012  -0.823  0.314  -0.053
S  0.169  -0.592  -0.606  0.882

***

(4)
This record from the Open Molecules 2025 dataset describes C3H5NOS in the gas phase at a distorted geometry. The level of theory is ωB97M-V/def2-TZVPD.

Values from the calculation:
HOMO level: -9.07 eV
2S+1: 1
total charge: 0
energy relative to the best compared isomer or geometry (same formula, charge and spin): 3.057 eV
E: -645.3994 Ha
LUMO energy: 0.605 eV

Last column: Löwdin charge in e.
Element x y z (Å)
C  -0.442  -0.126  0.099  -0.707
C  1.989  0.356  0.112  -0.480
C  -1.887  -0.151  -0.193  -0.085
N  0.221  -1.194  0.237  0.117
O  1.728  -0.904  0.539  -0.192
S  0.418  1.409  0.353  0.898
H  2.852  0.761  0.682  0.103
H  1.998  0.217  -1.016  0.098
H  -2.222  -1.093  -0.530  0.065
H  -2.243  0.693  -0.956  0.136
H  -2.412  0.032  0.672  0.046

***

(5)
This record from the Open Molecules 2025 dataset describes C3H5NOS in the gas phase at a distorted geometry. The level of theory is ωB97M-V/def2-TZVPD.

Values from the calculation:
HOMO level: -8.55 eV
2S+1: 1
total charge: 0
energy relative to the best compared isomer or geometry (same formula, charge and spin): 2.148 eV
E: -645.4327 Ha
LUMO energy: 0.878 eV

Last column: Löwdin charge in e.
Element x y z (Å)
C  1.396  -0.439  0.173  -0.483
C  -0.496  0.488  -0.856  -0.215
C  -1.305  0.151  0.411  -0.236
H  1.761  0.588  0.507  0.119
H  2.219  -1.087  -0.051  0.073
H  -1.101  0.321  -1.774  0.145
H  -0.338  1.528  -0.791  0.102
H  -2.223  0.677  0.489  0.096
N  -1.025  -0.626  1.329  -0.316
O  0.613  -0.285  -0.939  -0.172
S  0.499  -1.316  1.503  0.888

***

(6)
This record from the Open Molecules 2025 dataset describes C3H5NOS in the gas phase at a distorted geometry. The level of theory is ωB97M-V/def2-TZVPD.

Values from the calculation:
HOMO level (spin up / spin down): -5.76 / -11.63 eV
2S+1: 3
total charge: 0
energy relative to the best compared isomer or geometry (same formula, charge and spin): 2.545 eV
E: -645.2495 Ha
LUMO energy (spin up / spin down): 0.322 / -3.228 eV

Last column: Löwdin spin population.
Element x y z (Å)
C  1.577  0.730  0.445  0.140
C  -1.024  0.230  0.552  0.034
C  -0.553  -0.500  -0.713  0.156
N  2.188  1.296  1.229  0.175
O  1.974  -1.416  -0.755  0.765
S  1.257  -0.113  -1.014  0.692
H  -0.704  -0.220  1.512  0.003
H  -0.852  1.372  0.535  0.004
H  -2.133  0.260  0.572  0.008
H  -0.925  -0.126  -1.744  0.007
H  -0.807  -1.514  -0.618  0.017

***

(7)
This record from the Open Molecules 2025 dataset describes C3H5NOS2 in the gas phase at a distorted geometry. The level of theory is ωB97M-V/def2-TZVPD.

Values from the calculation:
HOMO level: -9.14 eV
2S+1: 1
total charge: 0
energy relative to the best compared isomer or geometry (same formula, charge and spin): 2.223 eV
E: -1043.6075 Ha
LUMO energy: -1.141 eV

Last column: Löwdin charge in e.
Element x y z (Å)
C  -0.006  1.226  0.344  -0.258
C  0.142  -0.314  0.086  -0.438
C  1.505  -0.901  -0.207  -0.595
H  -1.843  1.658  -0.241  -0.004
H  0.959  1.691  0.209  0.056
H  -0.306  1.385  1.484  0.160
H  1.423  -1.888  -0.662  0.059
H  -3.040  -1.662  -0.135  -0.134
N  -0.858  -1.099  -0.121  -0.292
O  -0.941  1.941  -0.452  -0.109
S  2.856  -0.074  0.048  0.748
S  -2.450  -0.493  0.106  0.808

***

(8)
This record from the Open Molecules 2025 dataset describes C3H5NOS2 in the gas phase at a distorted geometry. The level of theory is ωB97M-V/def2-TZVPD.

Values from the calculation:
HOMO level: -8.50 eV
2S+1: 1
total charge: 0
energy relative to the best compared isomer or geometry (same formula, charge and spin): 2.671 eV
E: -1043.5911 Ha
LUMO energy: -0.587 eV

Last column: Löwdin charge in e.
Element x y z (Å)
C  -2.771  0.040  0.189  -0.415
C  0.104  0.203  -0.208  -1.101
C  1.430  -0.458  -0.232  -0.261
H  -3.047  0.781  -0.490  0.008
H  -2.680  0.501  1.194  0.056
H  -3.595  -0.636  0.109  0.026
H  1.531  -1.573  -0.428  0.136
H  4.314  0.331  0.103  0.132
N  2.465  0.250  0.030  -0.060
O  3.622  -0.371  0.071  -0.019
S  -1.279  -0.890  -0.179  0.834
S  -0.091  1.821  -0.159  0.665

***

> The highest energy relative to the best compared isomer or geometry (same formula, charge and spin) belongs to which entry?

number 3